Record 1
Formula: C16H24B2FIN3O9S
Source: the Open Molecules 2025 dataset
Level of theory: ωB97M-V with the def2-TZVPD basis set

```
57
C16H24B2FIN3O9S | the Open Molecules 2025 dataset | ωB97M-V with the def2-TZVPD basis set
N -0.75 0.56 2.61
C -1.51 -0.45 1.94
C -0.74 -1.71 1.40
O 0.02 -2.08 2.57
S 0.48 -3.62 2.72
O -0.67 -4.48 2.55
O 1.39 -3.76 1.37
C 2.21 -2.60 1.28
C 1.65 -1.48 0.36
C 2.12 -0.14 1.00
C 3.61 -0.04 1.17
O 4.24 -0.51 2.07
F 4.26 0.69 0.25
B 2.41 -1.70 -1.05
N 2.82 -0.60 -1.87
O 2.67 -2.98 -1.50
C 0.08 -1.54 0.10
C -0.32 -0.26 -0.62
C -1.75 -0.31 -1.22
C -2.32 1.07 -1.47
O -3.49 1.27 -1.27
N -1.42 2.03 -1.99
C -1.25 3.32 -1.30
C -0.89 4.44 -2.03
C -0.63 5.64 -1.40
C -0.68 5.74 -0.02
C -1.01 4.61 0.72
C -1.30 3.43 0.10
O -0.01 -2.57 -0.90
B -0.93 -3.58 -1.00
O -1.96 -3.47 -1.93
O -0.85 -4.74 -0.27
H -0.14 1.13 2.04
H -0.35 0.28 3.49
H -2.20 -0.04 1.21
H -2.14 -0.89 2.71
H -1.54 -2.45 1.34
H 2.51 -2.24 2.26
H 3.15 -2.95 0.86
H 1.82 0.75 0.45
H 1.76 -0.13 2.02
H 2.80 -0.80 -2.86
H 2.32 0.26 -1.71
H 2.50 -3.01 -2.45
H 0.31 -0.13 -1.50
H -0.17 0.63 -0.02
H -2.42 -0.86 -0.56
H -1.68 -0.87 -2.15
H -0.49 1.62 -1.94
H -0.81 4.38 -3.10
H -0.37 6.52 -1.97
H -0.45 6.65 0.50
H -1.03 4.63 1.80
H -1.52 2.54 0.68
H -1.88 -4.22 -2.52
H -1.69 -4.89 0.16
I -3.78 3.90 -1.11
```

Values from the calculation:
LUMO energy (eV): 1.67
Frontier orbital gap (eV): 4.04
Total charge: -1
HOMO energy (eV): -2.372

Atomic partial charges in e from the natural (NBO) method, atoms 1 to 8: -0.843, -0.227, 0.003, -0.744, 1.778, -0.943, -0.692, -0.100

=====

Record 2
Formula: C16H24Cl3HfNO
Source: the Open Molecules 2025 dataset
Level of theory: ωB97M-V with the def2-TZVPD basis set

```
46
C16H24Cl3HfNO | the Open Molecules 2025 dataset | ωB97M-V with the def2-TZVPD basis set
C -1.04 0.56 -2.87
C -1.87 -0.57 -2.62
C -1.03 -1.67 -2.31
C -3.33 -0.60 -2.70
C 0.33 -1.25 -2.45
C 0.32 0.12 -2.83
C 1.49 0.93 -3.19
C -1.50 1.92 -3.17
C -1.48 -3.02 -1.95
C 1.52 -2.08 -2.27
Hf 0.26 0.68 1.33
Cl -4.59 0.27 0.19
Cl -0.99 2.66 1.40
Cl -0.50 -1.50 1.18
H -3.77 0.33 -2.31
H -3.74 -1.39 -2.06
H -3.68 -0.76 -3.74
H -2.36 -2.96 -1.29
H -0.70 -3.59 -1.44
H -1.78 -3.60 -2.85
H 1.35 -2.88 -1.53
H 2.38 -1.48 -1.93
H 1.82 -2.57 -3.22
H 2.39 0.60 -2.65
H 1.33 2.00 -2.97
H 1.72 0.85 -4.27
H -2.43 2.13 -2.63
H -1.70 2.06 -4.25
H -0.75 2.67 -2.87
O 1.52 1.04 0.08
H 2.06 1.58 -0.57
C -1.14 1.40 4.68
C 0.29 1.06 4.59
C 1.26 0.98 5.61
C 2.45 0.51 5.03
C 2.19 0.32 3.65
C 3.03 -0.24 2.59
N 0.89 0.70 3.39
H -1.39 1.56 5.74
H -1.77 0.58 4.29
H -1.36 2.32 4.12
H 1.07 1.23 6.65
H 3.39 0.31 5.50
H 4.10 -0.07 2.86
H 2.88 -1.34 2.51
H 2.84 0.24 1.58
```

Values from the calculation:
LUMO energy (eV): 4.46
Frontier orbital gap (eV): 4.18
Total charge: -2
HOMO energy (eV): 0.285

Atomic partial charges in e from the natural (NBO) method, atoms 1 to 8: -0.153, -0.033, -0.152, -0.652, -0.148, -0.166, -0.618, -0.621

=====

Record 3
Formula: C16H24ClIN2O2PTc
Source: the Open Molecules 2025 dataset
Level of theory: ωB97M-V with the def2-TZVPD basis set

```
48
C16H24ClIN2O2PTc | the Open Molecules 2025 dataset | ωB97M-V with the def2-TZVPD basis set
C 2.19 -0.63 -4.80
I 0.40 -1.04 -5.83
H 2.85 -0.60 -3.88
H 1.56 0.30 -4.78
H 2.89 -0.59 -5.64
Tc 1.11 -1.50 0.12
P 2.40 -2.86 -0.98
C 2.59 -3.26 -2.81
C 4.17 -2.73 -0.67
H 1.68 -4.51 0.56
H 2.49 -5.24 -0.89
H 0.83 -4.61 -1.00
C 1.80 -4.49 -0.52
H 4.38 -2.54 0.38
H 4.69 -3.64 -0.97
H 3.34 -4.08 -2.78
H 2.95 -2.40 -3.40
H 4.63 -1.90 -1.21
H 1.61 -3.62 -3.18
C 0.69 -0.72 -1.57
O 0.21 -0.24 -2.52
Cl 2.67 -0.49 1.31
C -3.38 3.32 1.27
N -2.73 2.14 0.70
N -1.74 1.47 1.31
C -1.44 0.35 0.56
O -0.48 -0.44 0.88
C -2.42 0.29 -0.47
C -3.16 1.45 -0.37
C -4.25 1.99 -1.22
C -1.17 1.88 2.57
C -1.98 1.97 3.70
C -1.42 2.11 4.96
C -0.04 2.30 5.03
C 0.76 2.40 3.88
C 0.17 2.22 2.64
H -3.68 3.99 0.45
H -2.67 3.85 1.92
H -4.32 3.06 1.80
H -2.49 -0.50 -1.21
H -5.24 1.87 -0.76
H -4.14 3.06 -1.49
H -4.23 1.43 -2.16
H -3.02 1.75 3.57
H -2.05 2.06 5.86
H 0.41 2.53 5.99
H 1.84 2.58 3.93
H 0.73 2.24 1.72
```

Values from the calculation:
LUMO energy (alpha / beta) (eV): -10.17 / -13.13
Frontier orbital gap (alpha / beta) (eV): 6.97 / 3.81
2S+1: 4
Total charge: +3
HOMO energy (alpha / beta) (eV): -17.140 / -16.943
ΔE to the lowest compared entry with this formula, charge and spin (kJ/mol): 136.20

Atomic partial charges in e from the natural (NBO) method, atoms 1 to 8: -0.767, 0.923, 0.316, 0.250, 0.275, 0.507, 1.138, -0.898